Molecular formula: C34H40N4O2PPt
Method: DFT, wB97M-V/def2-TZVPD

Structure (ORCA input):
```
! wB97M-V def2-TZVPD RIJCOSX def2/J DEFGRID3
* xyz 3 5
Pt 0.460 0.484 0.519
C 0.097 4.469 2.228
C 0.842 3.179 2.580
C 1.610 3.348 3.890
C 1.676 2.632 1.451
C 1.324 2.883 0.090
C 2.209 2.608 -0.944
C 3.459 2.024 -0.693
C 4.412 1.786 -1.801
C 3.777 1.704 0.638
C 2.914 1.988 1.676
H -0.444 4.827 3.100
H -0.621 4.344 1.422
H 0.808 5.241 1.937
H 0.056 2.422 2.789
H 2.469 3.999 3.742
H 1.961 2.403 4.296
H 0.967 3.810 4.634
H 0.426 3.441 -0.142
H 1.953 2.896 -1.953
H 3.987 1.137 -2.569
H 5.352 1.373 -1.449
H 4.622 2.731 -2.308
H 4.738 1.264 0.857
H 3.226 1.765 2.685
C 0.009 -3.593 0.350
O -0.223 -2.259 0.790
H -0.229 -4.316 1.134
H 1.064 -3.678 0.099
H -0.590 -3.821 -0.534
H -1.146 -2.201 1.064
C 1.218 -2.177 4.376
N 1.969 -2.106 3.141
C 2.951 -2.982 2.834
C 3.618 -2.906 1.653
C 3.248 -1.882 0.733
N 2.268 -1.031 1.063
C 1.641 -1.131 2.247
O 0.754 -0.287 2.516
N 3.854 -1.749 -0.440
H 1.650 -2.924 5.036
H 0.181 -2.439 4.158
H 1.231 -1.202 4.863
H 3.175 -3.735 3.575
H 4.406 -3.601 1.417
H 4.619 -2.354 -0.692
H 3.582 -1.011 -1.071
N -0.596 0.970 -0.997
P -1.835 0.121 -1.508
C -2.611 -0.664 -0.060
C -3.198 -1.918 -0.166
C -3.772 -2.491 0.960
C -3.763 -1.807 2.167
C -3.182 -0.548 2.268
C -2.599 0.033 1.151
C -1.206 -1.083 -2.728
C 0.153 -1.381 -2.674
C 0.689 -2.276 -3.580
C -0.132 -2.863 -4.533
C -1.486 -2.569 -4.574
C -2.033 -1.652 -3.690
C -3.115 1.090 -2.355
C -4.458 0.860 -2.082
C -5.417 1.608 -2.750
C -5.026 2.547 -3.698
C -3.681 2.767 -3.967
C -2.714 2.023 -3.309
H -3.215 -2.432 -1.115
H -4.239 -3.460 0.887
H -4.234 -2.250 3.029
H -3.210 -0.014 3.206
H -2.201 1.045 1.198
H 0.767 -0.913 -1.906
H 1.744 -2.505 -3.562
H 0.292 -3.543 -5.256
H -2.124 -3.054 -5.297
H -3.082 -1.394 -3.751
H -4.760 0.135 -1.340
H -6.462 1.460 -2.518
H -5.781 3.104 -4.235
H -3.382 3.509 -4.693
H -1.662 2.172 -3.511
*
```

The value obtained for the HOMO energy (alpha / beta) is -16.179 / -16.388 eV. Its HOMO-LUMO gap (alpha / beta) is 0.275 / 0.122 hartree. The calculation puts the electronic energy at -2148.711334 hartree.